Entry 1:
34
Properties=species:S:1:pos:R:3:lowdin_charge:R:1 method="wB97M-V/def2-TZVPD" e_lumo_ev=-4.04 charge=+1 smiles="CC[C@@H]1[C@H](C)[C@@]12C=CC=CC2=[N+](C)C" total_energy_ha=-561.72449 e_above_lowest_kj_mol=413.61 molar_mass_g_mol=190.31
H 2.19401 3.52871 -0.74530 0.11
H -2.05506 -1.29890 -0.64191 0.08
H 1.32815 -3.07360 -1.05245 0.12
C 0.78380 1.99874 -1.02052 -0.05
C -3.04377 0.57836 1.46291 -0.08
H 0.35985 2.55615 -1.85952 0.14
H -3.52748 0.27888 0.58148 0.04
N 1.32709 -1.48070 -0.06801 -0.15
H 3.21575 2.35197 1.19965 0.13
H -1.00452 0.93105 2.18303 0.12
H 3.00826 -2.61560 -0.17418 0.13
H 2.98140 0.03893 1.48066 0.11
C 1.90406 2.53028 -0.47831 -0.06
H -3.33389 1.61923 1.75109 0.10
C -1.27214 0.69065 -1.29471 -0.21
H -1.36755 1.47229 -2.11822 0.18
C 2.35880 0.50627 0.72533 0.00
H -1.30169 -0.61547 1.34241 0.13
C 0.26982 0.65793 -0.72387 -0.11
C -2.02737 -0.56967 -1.46005 -0.08
H -3.08638 -0.10751 -1.48573 0.12
H 2.82655 -1.53385 1.22862 0.07
H -3.30192 -0.13081 2.30932 0.11
H -0.13465 -2.97520 -0.16446 0.10
C 1.22430 -0.14961 0.00218 -0.08
C -1.17611 1.21207 0.03878 -0.10
C 2.30893 -2.31611 0.64851 0.01
C 0.50413 -2.36064 -0.75671 -0.06
C 2.64296 1.78977 0.47260 -0.05
H -1.06229 2.20910 0.22497 0.12
H -1.95003 -1.06331 -2.49995 0.12
C -1.53594 0.51618 1.34669 -0.20
H 0.05882 -2.06365 -1.68606 0.09
H 1.88413 -3.11193 1.23172 0.11

Entry 2:
39
Properties=species:S:1:pos:R:3:lowdin_charge:R:1 method="wB97M-V/def2-TZVPD" e_lumo_ev=0.67 smiles="CCN1CCN(S(=O)(=O)c2ccc(OC)cc2)CC1" total_energy_ha=-1240.73862 e_above_lowest_kj_mol=300.62 molar_mass_g_mol=284.38
C 1.00595 1.06988 -1.07667 -0.18
H 1.11513 0.01626 -1.34832 0.10
H 1.88733 1.39143 -4.86851 0.11
H 1.47632 3.00267 -1.89432 0.12
H -2.14987 2.12801 -1.33610 0.11
H 2.20930 -2.59748 6.09423 0.09
C -1.09351 2.21635 -1.59024 -0.18
C 1.09735 -0.46284 -4.09689 -0.08
H -1.22508 1.16711 2.09761 0.12
O 1.17780 -1.45614 4.81764 -0.07
C -0.64418 0.26897 2.22899 -0.05
C -0.86473 1.83497 -3.04804 -0.16
H 2.43876 1.68419 -2.56625 0.12
N 0.55074 1.91748 -3.39427 -0.18
C 0.94086 1.01789 -4.46261 -0.25
H 1.63718 1.27111 -0.20234 0.12
H 0.18319 1.12134 -5.24374 0.11
O -2.59013 0.19963 -0.22014 -0.28
H 0.24060 -0.82388 -3.53211 0.05
C 0.25306 -1.74527 1.27357 -0.05
C 1.91712 -2.63435 5.04617 -0.08
O -0.88934 -1.14317 -1.38297 -0.30
H -1.25949 0.81853 -3.18583 0.11
C 0.82627 -2.07960 2.48969 0.00
H 1.99354 -0.62141 -3.50039 0.07
H 1.18521 -1.05476 -5.00475 0.07
H 0.35950 -2.38656 0.41274 0.12
C 1.43366 1.96520 -2.24817 -0.17
H -0.76214 3.23855 -1.39034 0.13
H 1.38942 -2.99526 2.57169 0.11
H 2.81482 -2.67235 4.42165 0.10
H -0.19028 0.58435 4.30387 0.12
C -0.07694 -0.05322 3.44176 0.02
S -1.20813 -0.12737 -0.41123 0.68
H -1.42033 2.51193 -3.70923 0.12
N -0.38317 1.30976 -0.70829 -0.22
H 1.31098 -3.52808 4.87071 0.10
C 0.66453 -1.23310 3.58477 -0.27
C -0.47466 -0.58114 1.14930 -0.29

Entry 3:
38
Properties=species:S:1:pos:R:3:lowdin_charge:R:1 method="wB97M-V/def2-TZVPD" e_lumo_ev=-2.51 charge=+1 total_energy_ha=-780.83375 molar_mass_g_mol=246.34
C 0.81953 -1.41178 1.95242 -0.22
N 5.45657 -1.79309 2.43092 0.27
H -4.18302 3.31565 -2.93027 0.11
H 0.23531 -3.47472 1.97226 0.12
H -1.22646 -3.38665 0.12256 0.13
C 2.15046 -2.03223 2.33199 -0.15
H -2.09954 -0.22591 -1.58733 0.10
H 1.86768 -0.60612 0.34116 0.14
H -0.45651 3.69137 -0.82005 0.12
C -1.11146 1.65990 -1.23272 -0.26
H 1.65245 2.53774 -0.55232 0.09
N 3.25642 -1.30031 1.65277 0.02
N 0.87214 -0.78920 0.52190 -0.04
C -1.24613 3.06032 -1.24039 -0.03
H 0.79878 1.13655 1.13640 0.15
C -2.35721 3.65628 -1.83456 -0.06
C -0.25059 -2.49223 1.87596 -0.12
H -2.45168 4.74441 -1.82766 0.11
H 2.11143 1.20991 -1.66131 0.09
H -1.72078 -1.69951 0.50058 0.11
H 0.59974 -0.58110 2.63174 0.16
C -2.17342 0.85817 -1.68740 -0.02
C 0.19686 0.50598 0.45631 -0.12
H -4.01006 0.83411 -2.80746 0.11
H -0.94881 -2.41941 2.71415 0.13
H 2.22696 -2.02021 3.44458 0.15
C -0.87803 -2.40560 0.47402 -0.13
C -3.33514 2.85330 -2.43136 -0.07
N 0.14495 1.06707 -0.89352 -0.14
N 4.36913 -1.61984 2.10975 -0.19
C 0.26197 -1.85898 -0.38152 -0.06
H 0.01159 -1.42305 -1.34794 0.12
H 0.96319 2.44137 -2.17845 0.10
H 2.17285 -3.10796 2.04427 0.12
C -3.24354 1.45929 -2.35385 -0.07
H -0.82102 0.37944 0.88215 0.16
C 1.29433 1.84721 -1.32210 -0.06
H 1.05106 -2.61016 -0.50570 0.14

Entry 4:
40
Properties=species:S:1:pos:R:3:lowdin_charge:R:1 method="wB97M-V/def2-TZVPD" e_lumo_ev="-7.59 / -9.96" charge=+2 total_energy_ha=-4207.77784 spin_multiplicity=3 e_above_lowest_kj_mol=0.00 molar_mass_g_mol=384.21
H 1.96067 1.41670 -3.49471 0.11
N 0.48054 -0.92296 -5.41567 0.11
O -1.51236 1.34699 1.26874 -0.26
C 0.07872 0.42930 -3.04523 -0.55
V 0.30442 0.13129 0.58613 0.73
C -0.17124 1.38053 3.22293 -0.12
O -1.24181 -1.06280 0.78671 -0.25
H 2.51302 -1.17833 -0.30163 0.11
C -2.52916 -0.64348 0.25530 -0.07
H -1.80048 -0.65459 -2.95518 0.10
C 1.65555 -0.17543 3.40794 -0.09
H 3.61217 -0.36211 2.47904 0.16
O 2.15416 0.32045 1.14964 -0.24
C 2.56320 -0.54656 2.26262 -0.06
H 2.65036 0.54332 -0.86822 0.09
H 0.16810 -2.55065 0.44840 0.11
H 2.00294 0.71361 3.93021 0.15
H 2.25713 0.10377 -5.57490 0.13
H -2.03939 2.38850 3.00079 0.16
H -2.15173 0.61180 3.10878 0.15
C 1.22199 0.68174 -3.78589 -0.09
H -3.27384 -1.32265 0.65978 0.15
C -2.73205 0.82210 0.69190 -0.12
C -0.87813 -0.46857 -3.48749 -0.10
C 2.17585 -0.15362 -0.18962 -0.12
C -0.62187 -1.11218 -4.69255 -0.10
H -1.34343 -1.81547 -5.09171 0.13
C -1.56986 1.44665 2.71823 -0.11
O 0.32958 0.06803 2.86197 -0.19
H -0.15504 1.50916 4.30528 0.16
H -0.55021 -1.83342 -1.06941 0.09
C -0.26297 -1.67878 -0.03391 -0.09
Se -0.14435 1.42070 -1.43217 1.16
H -3.53818 0.92029 1.41386 0.14
H -2.97408 1.44580 -0.16654 0.13
H -2.50243 -0.74233 -0.82764 0.11
H 1.59736 -1.00014 4.11637 0.16
H 0.46193 2.15135 2.77059 0.15
C 1.37517 -0.04558 -4.96289 -0.09
H 2.42974 -1.58245 1.95013 0.14